[1]
{
  "formula": "C3H5F2N2",
  "method": "the ωB97M-V functional and the def2-TZVPD basis",
  "elements": ["C", "C", "C", "N", "N", "F", "F", "H", "H", "H", "H", "H"],
  "coordinates": [[1.462, -0.540, 1.062], [-0.067, -0.432, -0.770], [-1.090, 0.531, -0.181], [1.347, -0.235, -0.175], [-1.571, 0.071, 1.011], [2.576, -0.548, 1.697], [-0.708, 1.910, -0.202], [-0.301, -1.469, -0.586], [0.002, -0.375, -1.834], [-2.006, 0.591, -0.929], [2.121, -0.061, -0.956], [-1.765, 0.559, 1.863]],
  "lowdin_charge": [0.07, -0.05, -0.44, 0.14, 0.24, 0.23, -0.03, 0.13, 0.13, 0.22, 0.26, 0.09],
  "homo_lumo_gap_ev": [6.75, 9.36],
  "total_charge": 1,
  "relative_energy_kcal_mol": 129.83,
  "lumo_energy_ha": [-0.305, -0.218],
  "e_tot_ha": -426.07711
}

=====

[2]
{
  "formula": "C3H5F2NO",
  "method": "the ωB97M-V functional and the def2-TZVPD basis",
  "elements": ["C", "C", "C", "N", "O", "F", "F", "H", "H", "H", "H", "H"],
  "coordinates": [[1.159, -1.218, 0.569], [-0.544, 1.367, -0.284], [1.700, -0.118, 0.137], [-1.438, 0.894, 0.488], [-2.102, -0.186, 0.156], [2.386, 0.851, 0.762], [1.918, 0.030, -1.199], [0.809, -1.925, -0.170], [0.852, -1.301, 1.608], [-2.003, -0.548, -0.802], [-0.104, 0.861, -1.191], [-0.220, 2.370, -0.155]],
  "lowdin_charge": [0.08, -0.07, -0.46, -0.12, -0.07, 0.12, 0.05, 0.08, 0.09, 0.15, 0.09, 0.07],
  "homo_lumo_gap_ev": 10.52,
  "total_charge": 0,
  "relative_energy_kcal_mol": 92.69,
  "lumo_energy_ha": 0.027,
  "smiles": "C=C(F)F.C=NO",
  "e_tot_ha": -446.90360
}

=====

[3]
{
  "formula": "C3H5F2OP",
  "method": "the ωB97M-V functional and the def2-TZVPD basis",
  "elements": ["C", "C", "C", "O", "F", "F", "P", "H", "H", "H", "H", "H"],
  "coordinates": [[-1.903, 0.680, 0.185], [-1.191, -0.360, -0.273], [0.247, -0.626, -0.097], [2.686, 0.198, -0.049], [0.328, -1.692, 0.930], [0.844, -1.217, -1.178], [1.243, 0.792, 0.556], [-2.940, 0.881, -0.047], [-1.470, 1.314, 0.987], [-1.756, -1.132, -0.891], [2.816, -0.602, 0.361], [1.097, 1.764, -0.483]],
  "lowdin_charge": [0.02, -0.14, -0.66, -0.33, -0.07, 0.03, 0.95, 0.06, 0.06, 0.14, -0.02, -0.02],
  "homo_lumo_gap_ev": 10.22,
  "total_charge": 0,
  "relative_energy_kcal_mol": 7.78,
  "lumo_energy_ha": 0.023,
  "smiles": "C=CC(F)(F)PO",
  "e_tot_ha": -733.58632
}

=====

[4]
{
  "formula": "C3H5FN2",
  "method": "the ωB97M-V functional and the def2-TZVPD basis",
  "elements": ["C", "C", "C", "N", "N", "F", "H", "H", "H", "H", "H"],
  "coordinates": [[2.001, 0.879, 0.355], [-0.494, -1.033, -0.329], [-0.991, 0.267, 0.295], [1.457, -0.055, -0.125], [0.968, -1.162, -0.353], [-0.527, 1.346, -0.492], [2.168, 1.865, 0.000], [-0.664, 0.308, 1.395], [-0.761, -2.036, 0.234], [-1.029, -0.975, -1.348], [-2.126, 0.595, 0.367]],
  "lowdin_spin": [0.75, 0.07, 0.01, 0.41, 0.60, 0.01, 0.12, 0.00, 0.01, 0.03, 0.00],
  "homo_lumo_gap_ev": [6.78, 8.51],
  "multiplicity": 3,
  "total_charge": 0,
  "relative_energy_kcal_mol": 53.90,
  "lumo_energy_ha": [0.039, -0.057],
  "s2": 2.0095,
  "e_tot_ha": -326.42307
}

=====

[5]
{
  "formula": "C3H5FN2S",
  "method": "the ωB97M-V functional and the def2-TZVPD basis",
  "elements": ["C", "C", "C", "H", "H", "H", "H", "H", "N", "N", "F", "S"],
  "coordinates": [[0.979, 0.749, -0.100], [-0.347, 0.974, 0.156], [-1.424, -0.091, 0.042], [2.625, -0.110, -0.800], [1.262, -1.077, -1.067], [1.459, 1.706, -0.024], [-0.009, -1.209, 1.066], [-1.607, -1.893, 0.805], [1.706, -0.386, -0.492], [-0.957, -1.189, 0.565], [-0.680, 2.247, 0.264], [-3.007, 0.280, -0.413]],
  "lowdin_charge": [-0.12, -0.34, -0.84, 0.09, 0.08, 0.12, 0.15, 0.09, 0.05, 0.08, 0.05, 0.60],
  "homo_lumo_gap_ev": 8.58,
  "total_charge": 0,
  "relative_energy_kcal_mol": 17.67,
  "lumo_energy_ha": 0.011,
  "smiles": "N/C=C(/F)C(N)=S",
  "e_tot_ha": -724.83848
}

=====

[6]
{
  "formula": "C3H5FO",
  "method": "the ωB97M-V functional and the def2-TZVPD basis",
  "elements": ["C", "C", "C", "O", "F", "H", "H", "H", "H", "H"],
  "coordinates": [[2.261, -0.018, -1.306], [-1.413, -0.322, 0.696], [-1.354, 1.107, 0.705], [2.151, -0.414, -0.165], [-2.361, 1.508, 1.507], [1.916, -0.544, -2.181], [-1.114, -0.969, -0.143], [-2.287, -0.707, 1.163], [-0.485, -0.646, 1.204], [2.686, 1.007, -1.479]],
  "lowdin_spin": [0.76, 0.00, 0.00, 0.99, 0.00, 0.12, 0.00, 0.00, 0.00, 0.13],
  "homo_lumo_gap_ev": [7.29, 6.67],
  "multiplicity": 3,
  "total_charge": 0,
  "relative_energy_kcal_mol": 71.06,
  "lumo_energy_ha": [0.014, -0.092],
  "s2": 2.0056,
  "e_tot_ha": -292.12706
}

=====

[7]
{
  "formula": "C3H5FO2",
  "method": "the ωB97M-V functional and the def2-TZVPD basis",
  "elements": ["C", "C", "C", "O", "O", "F", "H", "H", "H", "H", "H"],
  "coordinates": [[-0.295, -0.526, 0.754], [-0.423, -0.156, -0.759], [1.576, 0.018, 0.037], [0.908, 0.258, -1.164], [2.318, 1.005, 0.485], [2.392, -1.115, -0.058], [-0.666, -0.052, 1.526], [-0.159, -1.593, 0.916], [-0.889, -1.025, -1.399], [-0.979, 0.712, -0.816], [3.230, 0.927, 0.183]],
  "lowdin_charge": [0.10, -0.19, -0.48, -0.03, 0.13, 0.04, 0.01, 0.07, 0.15, 0.07, 0.13],
  "homo_lumo_gap_ev": 10.24,
  "total_charge": 0,
  "relative_energy_kcal_mol": 68.27,
  "lumo_energy_ha": 0.027,
  "e_tot_ha": -367.54846
}

=====

[8]
{
  "formula": "C3H5FO2S",
  "method": "the ωB97M-V functional and the def2-TZVPD basis",
  "elements": ["C", "C", "C", "O", "O", "F", "S", "H", "H", "H", "H", "H"],
  "coordinates": [[1.297, -0.067, -0.110], [0.536, 0.746, 0.782], [-0.662, -1.129, -0.780], [-2.055, 0.291, 1.047], [-1.195, 1.505, -1.004], [-0.835, -2.035, 0.140], [-1.078, 0.493, -0.020], [1.500, 0.371, -1.070], [1.866, -0.999, 0.268], [0.627, 0.267, 1.831], [0.871, 1.862, 0.663], [-0.871, -1.307, -1.746]],
  "lowdin_charge": [-0.07, -0.33, -0.18, -0.32, -0.30, 0.02, 0.65, 0.07, 0.12, 0.14, 0.14, 0.06],
  "homo_lumo_gap_ev": [8.72, 8.72],
  "total_charge": 0,
  "relative_energy_kcal_mol": 101.97,
  "lumo_energy_ha": [-0.017, -0.017],
  "e_tot_ha": -765.67398
}

=====

[9]
{
  "formula": "C3H5FO4SSr",
  "method": "the ωB97M-V functional and the def2-TZVPD basis",
  "elements": ["C", "C", "F", "C", "O", "S", "O", "O", "O", "H", "H", "H", "H", "H", "Sr"],
  "coordinates": [[1.160, 1.557, 0.057], [0.593, 0.134, -0.590], [1.046, -0.210, -1.958], [0.755, -1.193, 0.368], [-0.554, -1.619, 0.920], [-1.765, -0.480, 0.540], [-3.088, -1.208, 0.202], [-2.136, 0.526, 1.656], [-0.882, 0.318, -0.681], [2.142, 1.415, 0.689], [0.321, 1.924, 0.805], [1.291, 2.299, -0.851], [1.236, -2.126, -0.180], [1.371, -0.969, 1.351], [-1.488, -0.368, -2.328]],
  "lowdin_charge": [0.06, -0.35, -0.05, -0.03, -0.17, 0.85, -0.22, -0.19, -0.70, 0.14, 0.14, 0.14, 0.19, 0.19, 1.99],
  "homo_lumo_gap_ev": 10.14,
  "total_charge": 2,
  "lumo_energy_ha": -0.348,
  "e_tot_ha": -946.19869
}

=====

[10]
{
  "formula": "C3H5HgLiO3",
  "method": "the ωB97M-V functional and the def2-TZVPD basis",
  "elements": ["O", "C", "C", "O", "O", "C", "Hg", "H", "H", "H", "H", "Li", "H"],
  "coordinates": [[0.105, 1.094, -0.493], [-0.190, -0.211, -0.885], [0.963, 1.009, 0.629], [-1.384, -0.311, -1.447], [-0.173, -0.979, 0.344], [0.421, -0.209, 1.385], [-2.017, -0.253, -3.316], [0.891, 1.940, 1.201], [2.005, 0.855, 0.307], [-0.351, 0.061, 2.118], [1.213, -0.789, 1.874], [-2.060, -1.495, -0.141], [0.579, -0.712, -1.576]],
  "lowdin_charge": [-0.04, -0.66, -0.15, -0.67, -0.16, -0.15, 0.51, 0.13, 0.13, 0.12, 0.13, 0.66, 0.17],
  "homo_lumo_gap_ev": 5.32,
  "total_charge": 0,
  "lumo_energy_ha": -0.031,
  "e_tot_ha": -503.95544
}

=====

[11]
{
  "formula": "C3H5IN2",
  "method": "the ωB97M-V functional and the def2-TZVPD basis",
  "elements": ["C", "C", "C", "N", "N", "I", "H", "H", "H", "H", "H"],
  "coordinates": [[-1.284, 2.235, -1.069], [0.897, -0.398, 0.661], [0.851, -1.867, 1.028], [-1.247, 1.061, -0.607], [-1.304, 0.052, -0.039], [1.922, -0.053, -1.098], [-0.714, 3.064, -0.589], [-1.936, 2.527, -1.898], [0.530, -2.685, 0.369], [1.869, -1.926, 1.214], [0.416, -2.010, 2.029]],
  "lowdin_charge": [-0.05, -0.63, -0.32, -0.22, 0.17, 0.73, 0.09, 0.07, 0.08, 0.02, 0.07],
  "homo_lumo_gap_ev": 7.62,
  "total_charge": 0,
  "relative_energy_kcal_mol": 107.33,
  "lumo_energy_ha": -0.020,
  "e_tot_ha": -524.30080
}

=====

[12]
{
  "formula": "C3H5IN2",
  "method": "the ωB97M-V functional and the def2-TZVPD basis",
  "elements": ["C", "C", "C", "N", "N", "I", "H", "H", "H", "H", "H"],
  "coordinates": [[0.200, -0.734, 0.692], [0.610, -0.933, -0.567], [-0.589, 0.559, 0.958], [-0.870, 1.064, -0.318], [0.222, -0.072, -1.589], [1.655, 1.209, -2.166], [0.663, -1.284, 1.420], [1.118, -1.910, -0.782], [-1.541, 0.423, 1.442], [0.239, 1.102, 1.462], [-1.706, 0.575, -0.552]],
  "lowdin_charge": [-0.10, -0.38, -0.28, 0.03, -0.51, 0.77, 0.06, 0.13, 0.12, 0.12, 0.06],
  "homo_lumo_gap_ev": [8.38, 8.38],
  "total_charge": 0,
  "relative_energy_kcal_mol": 76.04,
  "lumo_energy_ha": [-0.011, -0.011],
  "e_tot_ha": -524.35066
}

=====

[13]
{
  "formula": "C3H5IN3",
  "method": "the ωB97M-V functional and the def2-TZVPD basis",
  "elements": ["C", "C", "C", "N", "N", "N", "I", "H", "H", "H", "H", "H"],
  "coordinates": [[1.282, -0.702, -0.335], [-0.854, -1.039, 0.354], [1.150, 0.734, 0.185], [0.320, -1.486, -0.140], [-1.153, 0.203, 0.163], [-0.209, 1.100, -0.127], [-3.900, 0.134, -0.039], [2.154, -1.038, -0.882], [-1.567, -1.730, 0.768], [1.321, 0.706, 1.270], [1.848, 1.430, -0.274], [-0.392, 1.687, -0.942]],
  "lowdin_charge": [-0.02, -0.19, -0.08, 0.13, -0.07, 0.05, 0.46, 0.14, 0.11, 0.15, 0.14, 0.18],
  "homo_lumo_gap_ev": [5.73, 7.06],
  "total_charge": 1,
  "relative_energy_kcal_mol": 71.34,
  "lumo_energy_ha": [-0.298, -0.249],
  "e_tot_ha": -578.88089
}

=====

[14]
{
  "formula": "C3H5IO",
  "method": "the ωB97M-V functional and the def2-TZVPD basis",
  "elements": ["C", "C", "C", "O", "I", "H", "H", "H", "H", "H"],
  "coordinates": [[1.046, 0.565, 1.319], [0.351, 0.673, 0.223], [-0.394, -0.537, -0.595], [-1.483, -0.029, -1.263], [0.882, -1.676, -1.835], [1.451, 1.491, 1.779], [1.330, -0.445, 1.644], [-0.083, 1.471, -0.271], [-0.771, -1.085, 0.193], [-2.328, -0.427, -1.195]],
  "lowdin_charge": [-0.01, -0.18, -0.85, -0.11, 0.81, 0.08, 0.07, 0.07, 0.05, 0.08],
  "homo_lumo_gap_ev": 10.01,
  "total_charge": 0,
  "relative_energy_kcal_mol": 25.58,
  "lumo_energy_ha": 0.023,
  "smiles": "C=C[C@@H](O)I",
  "e_tot_ha": -490.17218
}

=====

[15]
{
  "formula": "C3H5IOS",
  "method": "the ωB97M-V functional and the def2-TZVPD basis",
  "elements": ["C", "C", "C", "O", "S", "I", "H", "H", "H", "H", "H"],
  "coordinates": [[0.431, -0.408, -0.319], [-0.556, -0.214, 0.802], [-0.012, 1.799, -0.772], [0.976, 0.867, -0.731], [-1.311, 1.430, 0.329], [-4.288, -0.112, 0.263], [1.286, -1.044, -0.041], [-0.149, -0.815, -1.119], [-1.202, -0.967, 0.902], [-0.137, 0.172, 1.732], [0.252, 2.832, -1.160]],
  "lowdin_charge": [-0.20, -0.34, -0.34, -0.13, 0.85, -0.33, 0.15, 0.13, 0.01, 0.09, 0.13],
  "homo_lumo_gap_ev": [6.71, 4.62],
  "total_charge": 0,
  "relative_energy_kcal_mol": 52.63,
  "lumo_energy_ha": [-0.044, -0.090],
  "e_tot_ha": -888.33346
}

=====

[16]
{
  "formula": "C3H5LiO3Pr",
  "method": "the ωB97M-V functional and the def2-TZVPD basis",
  "elements": ["O", "C", "C", "O", "O", "C", "Pr", "H", "H", "H", "H", "Li", "H"],
  "coordinates": [[0.121, 1.322, 0.468], [0.806, 0.186, 0.399], [-1.279, 1.084, 0.257], [1.987, 0.183, -0.028], [0.041, -0.681, -0.331], [-1.341, -0.315, -0.362], [4.445, 0.613, -0.848], [-1.675, 1.869, -0.393], [-1.777, 1.127, 1.233], [-1.585, -0.414, -1.425], [-1.899, -1.059, 0.215], [1.026, -2.405, -0.501], [1.129, -1.510, 1.314]],
  "lowdin_spin": [0.00, 0.00, 0.00, -0.01, 0.00, 0.00, 3.01, 0.00, 0.00, 0.00, 0.00, 0.00, 0.00],
  "homo_lumo_gap_ev": [5.06, 5.11],
  "multiplicity": 4,
  "total_charge": 2,
  "relative_energy_kcal_mol": 108.47,
  "lumo_energy_ha": [-0.332, -0.331],
  "s2": 3.7520,
  "e_tot_ha": -866.83168
}

=====

[17]
{
  "formula": "C3H5LiO4Pr",
  "method": "the ωB97M-V functional and the def2-TZVPD basis",
  "elements": ["Pr", "O", "C", "H", "H", "C", "O", "C", "O", "O", "Li", "H", "H", "H"],
  "coordinates": [[-3.231, 0.557, -0.684], [-2.236, 0.262, 1.672], [-1.057, 0.019, 2.139], [-0.788, -1.057, 2.143], [-0.642, 0.603, 2.981], [0.273, 0.483, 0.314], [1.145, 0.731, -0.838], [0.906, 0.061, -1.943], [-0.242, -0.144, -2.305], [1.922, -0.791, -2.060], [2.697, -0.114, 0.710], [-0.196, 1.484, 0.277], [-0.197, -0.495, 0.108], [1.645, -1.598, -2.514]],
  "lowdin_spin": [3.01, -0.01, 0.00, 0.00, 0.00, -0.01, 0.00, 0.00, 0.00, 0.00, 0.00, 0.00, 0.00, 0.00],
  "homo_lumo_gap_ev": [6.81, 6.86],
  "multiplicity": 4,
  "total_charge": 2,
  "relative_energy_kcal_mol": 52.47,
  "lumo_energy_ha": [-0.298, -0.296],
  "s2": 3.7520,
  "e_tot_ha": -942.09614
}

=====

[18]
{
  "formula": "C3H5N",
  "method": "the ωB97M-V functional and the def2-TZVPD basis",
  "elements": ["C", "C", "C", "N", "H", "H", "H", "H", "H"],
  "coordinates": [[1.447, -0.113, -0.183], [0.292, 0.333, 0.287], [-1.039, -0.281, -0.325], [2.576, -0.236, -0.399], [0.393, 1.279, 0.862], [0.448, -0.412, 1.429], [-1.173, 0.611, -1.145], [-1.752, -0.026, 0.390], [-1.192, -1.155, -0.914]],
  "lowdin_charge": [-0.38, -0.26, -0.07, 0.15, 0.13, 0.21, 0.12, 0.03, 0.06],
  "homo_lumo_gap_ev": 10.80,
  "total_charge": 0,
  "relative_energy_kcal_mol": 60.91,
  "lumo_energy_ha": 0.020,
  "e_tot_ha": -171.95802
}

=====

[19]
{
  "formula": "C3H5N",
  "method": "the ωB97M-V functional and the def2-TZVPD basis",
  "elements": ["C", "C", "C", "N", "H", "H", "H", "H", "H"],
  "coordinates": [[0.397, -1.106, -0.871], [-0.141, 0.198, -0.560], [-0.217, 0.606, 0.922], [1.234, -0.201, -1.090], [0.165, -2.250, -0.787], [-0.750, 0.788, -1.178], [-0.738, 1.595, 1.078], [0.894, 0.640, 1.255], [-0.844, -0.270, 1.230]],
  "lowdin_charge": [-0.15, -0.38, -0.09, 0.13, 0.15, 0.09, 0.08, 0.10, 0.08],
  "homo_lumo_gap_ev": 10.97,
  "total_charge": 0,
  "relative_energy_kcal_mol": 59.47,
  "lumo_energy_ha": 0.044,
  "smiles": "C[C@@H]1C=N1",
  "e_tot_ha": -171.96030
}

=====

[20]
{
  "formula": "C3H5N",
  "method": "the ωB97M-V functional and the def2-TZVPD basis",
  "elements": ["N", "C", "C", "C", "H", "H", "H", "H", "H"],
  "coordinates": [[0.199, -1.778, -1.119], [0.077, -1.068, -0.049], [-0.127, 1.279, 0.913], [-0.135, 0.391, -0.165], [0.177, -1.280, -2.014], [0.242, -1.586, 0.889], [-0.204, 2.325, 0.781], [0.004, 0.912, 1.930], [-0.234, 0.805, -1.166]],
  "lowdin_charge": [0.06, -0.26, 0.03, -0.16, 0.04, 0.10, 0.03, 0.05, 0.09],
  "homo_lumo_gap_ev": 10.20,
  "total_charge": 0,
  "relative_energy_kcal_mol": 27.83,
  "lumo_energy_ha": 0.017,
  "smiles": "[H]/N=C\\C=C",
  "e_tot_ha": -172.01072
}